*a*
An isolated ion of composition C4H8NOS and charge +1. Source: OMol25; level of theory: ωB97M-V with the def2-TZVPD basis set.

The HOMO energy is -14.33 eV. Its orbital gap is 9.21 eV. The charge is +1.

Atoms and positions in Å:
C1 -0.880 1.428 0.496
C2 0.586 -0.394 0.499
C3 0.037 -0.406 2.214
C4 -0.502 0.255 -1.597
N1 -0.271 0.597 -0.201
O1 1.130 1.845 2.012
S1 -0.166 1.385 2.288
H1 -1.581 2.071 0.046
H2 1.496 0.094 0.638
H3 0.654 -1.284 0.008
H4 -0.790 -1.149 2.317
H5 0.885 -0.863 2.795
H6 -1.311 -0.589 -1.585
H7 0.417 -0.011 -2.037
H8 -0.995 1.174 -2.080

***

*b*
A 2-piece molecular cluster, C4H8NOS overall. Source: OMol25; level of theory: ωB97M-V with the def2-TZVPD basis set.

The HOMO energy is -14.09 eV. Its orbital gap is 9.22 eV. The charge is +1.

Atoms and positions in Å:
C1 0.668 0.456 -2.011
C2 -1.784 0.613 -1.978
C3 0.748 -0.748 1.092
C4 0.752 -0.717 2.539
N1 0.245 0.218 0.378
O1 -0.485 0.235 -2.416
S1 2.195 0.680 -2.155
H1 -2.421 -0.026 -2.499
H2 -1.962 1.729 -2.136
H3 1.297 -1.595 0.665
H4 0.784 -1.775 2.819
H5 -0.038 -0.234 3.001
H6 1.723 -0.347 2.868
H7 -1.644 0.414 -0.888
H8 -0.079 1.096 0.721

***

*c*
C4H8NOS as an isolated structure. Source: OMol25; level of theory: ωB97M-V with the def2-TZVPD basis set.

The HOMO energy is -14.42 eV. Its orbital gap is 9.21 eV. The charge is +1.

Atoms and positions in Å:
C1 0.878 -0.421 0.877
C2 -0.470 0.896 -0.491
C3 -1.441 0.765 1.157
C4 1.156 -0.650 -1.495
N1 0.507 -0.103 -0.333
O1 -0.719 -1.713 1.848
S1 -0.373 -0.340 2.212
H1 1.829 -0.881 0.821
H2 -1.263 0.840 -1.313
H3 -0.085 1.862 -0.403
H4 -1.560 1.678 1.716
H5 -2.307 0.308 0.769
H6 1.547 -1.690 -1.439
H7 1.930 -0.028 -1.752
H8 0.371 -0.523 -2.172

***

Energy ordering: *b* at the bottom, the next structure 0.0145 hartree above.

***

*a*
A 2-piece molecular cluster, H2N2O2S overall. Source: OMol25; level of theory: ωB97M-V with the def2-TZVPD basis set.

The HOMO energy (spin up / spin down) is -10.09 / -10.10 eV. Its orbital gap (spin up / spin down) is 6.47 / 6.50 eV.

Atoms and positions in Å:
N1 1.797 -0.298 0.194
N2 -1.454 0.517 0.188
O1 -0.710 1.323 -0.253
O2 -2.600 0.620 0.549
S1 -0.971 -1.194 0.163
H1 1.886 0.347 -0.617
H2 2.053 -1.316 -0.225

***

*b*
H2N2O2S as an isolated structure. Source: OMol25; level of theory: ωB97M-V with the def2-TZVPD basis set.

The HOMO energy is -10.43 eV. Its orbital gap is 8.37 eV.

Atoms and positions in Å:
N1 -1.483 0.036 0.809
N2 1.032 0.008 -0.698
O1 1.250 -0.485 0.355
O2 1.430 -0.244 -1.798
S1 -0.172 1.402 -0.587
H1 -0.844 0.114 1.583
H2 -1.213 -0.830 0.336

***

Energy ordering: *b* at the bottom, the next structure 0.0684 hartree above.

***

*a*
One molecule with the formula C3H8. Source: OMol25; level of theory: ωB97M-V with the def2-TZVPD basis set.

The SMILES is CCC. The HOMO energy is -11.12 eV. Its orbital gap is 12.47 eV.

Atoms and positions in Å:
C1 -1.250 0.348 -0.230
C2 0.204 -0.033 -0.550
C3 1.071 -0.291 0.702
H1 -1.530 -0.078 0.713
H2 -1.910 -0.053 -1.000
H3 -1.379 1.429 -0.220
H4 0.662 0.690 -1.235
H5 0.241 -0.916 -1.196
H6 1.890 0.421 0.793
H7 0.479 -0.238 1.610
H8 1.522 -1.278 0.614

***

*b*
A 2-piece molecular cluster, C3H8 overall. Source: OMol25; level of theory: ωB97M-V with the def2-TZVPD basis set.

The SMILES is [H][H].C=CC. The HOMO energy is -9.05 eV. Its orbital gap is 10.42 eV.

Atoms and positions in Å:
H1 -0.661 -1.702 -0.246
H2 -0.027 -1.641 -0.637
C1 1.237 0.094 -0.549
C2 -0.008 0.535 -0.411
C3 -0.824 0.342 0.807
H3 1.707 -0.517 0.224
H4 1.822 0.349 -1.416
H5 -0.480 1.200 -1.126
H6 -1.914 0.444 0.749
H7 -0.524 -0.416 1.539
H8 -0.329 1.312 1.066

***

Energy ordering: *a* at the bottom, the next structure 0.0961 hartree above.

***

*a*
A 2-piece molecular cluster, H2IO overall. Source: OMol25; level of theory: ωB97M-V with the def2-TZVPD basis set.

The HOMO energy is -3.29 eV. Its orbital gap is 6.69 eV. The charge is -1.

Atoms and positions in Å:
O1 0.867 -1.600 0.091
H1 -0.038 -1.949 0.255
H2 0.734 -0.644 -0.102
I1 -1.563 4.193 -0.243

***

*b*
H2IO as an isolated structure. Source: OMol25; level of theory: ωB97M-V with the def2-TZVPD basis set.

The HOMO energy is -3.35 eV. Its orbital gap is 7.33 eV. The charge is -1.

Atoms and positions in Å:
I1 11.474 22.531 -17.431
O1 11.803 24.125 -15.134
H1 11.873 24.929 -15.648
H2 12.009 23.424 -15.753

***

Energy ordering: *a* at the bottom, the next structure 0.0160 hartree above.

***

*a*
One molecule with the formula C2H4NPS. Source: OMol25; level of theory: ωB97M-V with the def2-TZVPD basis set.

The SMILES is S=PN1CC1. The HOMO energy is -8.86 eV. Its orbital gap is 8.02 eV.

Atoms and positions in Å:
S1 -0.484 -3.054 -0.259
P1 0.794 -1.602 -0.801
N1 -0.008 -0.166 -0.672
C1 -0.614 0.395 0.509
C2 0.537 1.079 -0.136
H1 -0.506 -0.367 1.271
H2 -1.578 0.862 0.384
H3 0.458 1.920 -0.795
H4 1.402 0.933 0.498

***

*b*
One molecule with the formula C2H4NPS. Source: OMol25; level of theory: ωB97M-V with the def2-TZVPD basis set.

The HOMO energy (spin up / spin down) is -8.43 / -7.37 eV. Its orbital gap (spin up / spin down) is 7.71 / 5.54 eV.

Atoms and positions in Å:
C1 0.529 0.491 -0.309
C2 -0.913 0.064 0.102
N1 0.930 1.815 0.009
P1 0.507 3.283 0.212
S1 -2.120 0.970 -0.744
H1 1.022 -0.243 0.355
H2 0.735 0.313 -1.368
H3 -0.687 -1.104 -0.022
H4 -1.123 0.334 1.101

***

Energy ordering: *a* at the bottom, the next structure 0.0795 hartree above.